The following is a DFT calculation (wB97M-V/def2-TZVPD) of a molecular structure, C59H55N6O8SSn.

The geometry in XYZ format:
```
130
Properties=species:S:1:pos:R:3:forces:R:3
Sn 0.357 -0.575 -0.387 -0.0971 0.9216 -1.9021
O -1.813 -1.073 -0.147 3.1715 0.0204 1.0955
C -2.867 -0.945 -0.998 -1.1796 0.7539 -0.9024
C -2.750 0.359 -1.853 0.1517 -0.3737 0.1472
C -1.828 0.231 -3.016 -0.4878 0.2683 -0.5292
C -2.306 0.441 -4.311 0.2021 0.1499 -0.0398
C -1.479 0.219 -5.393 -0.0002 0.0008 0.1713
C -0.180 -0.188 -5.156 -0.0489 0.0318 0.1734
C 0.256 -0.298 -3.840 0.2360 -0.0498 -0.6299
C 1.676 -0.632 -3.546 0.1010 -0.3228 0.4180
C 1.824 -2.029 -2.875 0.8585 0.5404 -1.0559
O 0.983 -2.194 -1.817 -1.5451 1.0363 2.5476
C 1.480 -3.059 -3.960 -0.0877 -0.1228 0.2418
C 0.192 -3.565 -4.053 -0.0215 0.0617 0.0737
C -0.134 -4.456 -5.061 -0.1016 -0.0691 -0.1115
C 0.822 -4.853 -5.980 -0.0818 -0.0776 -0.0919
C 2.111 -4.355 -5.885 0.0720 0.0078 -0.1282
C 2.439 -3.466 -4.878 -0.0261 0.0339 -0.0675
C 3.264 -2.276 -2.438 0.0673 0.1083 0.2067
C 4.349 -1.469 -2.744 -0.1579 -0.0453 -0.0724
C 5.619 -1.809 -2.304 0.2036 0.0108 0.0125
C 5.818 -2.952 -1.551 0.1625 0.0652 0.0261
C 4.736 -3.756 -1.235 -0.0202 -0.1396 0.0162
C 3.473 -3.417 -1.673 0.0383 0.0035 0.0215
N -0.559 -0.095 -2.808 0.0956 -0.2097 0.8979
C -4.147 -0.734 -0.158 0.2187 -0.1000 0.1818
C -5.384 -0.610 -0.776 -0.0197 -0.0038 0.0865
C -6.511 -0.318 -0.031 -0.1074 0.0644 -0.1445
C -6.415 -0.145 1.339 -0.0987 0.0505 0.0854
C -5.193 -0.312 1.961 -0.0807 -0.0242 0.1329
C -4.069 -0.622 1.220 -0.0045 -0.0749 -0.0796
C -3.100 -2.216 -1.808 0.2917 -0.1489 -0.0201
C -2.855 -3.418 -1.154 0.0616 -0.0292 -0.0002
C -3.107 -4.630 -1.765 0.0184 -0.0831 0.0629
C -3.604 -4.663 -3.057 -0.0254 -0.0799 -0.1746
C -3.833 -3.475 -3.726 -0.0983 -0.0408 -0.1225
C -3.594 -2.260 -3.106 -0.0058 0.0410 0.1084
H -3.737 0.654 -2.210 0.1187 0.0896 0.0242
H -2.396 1.098 -1.130 -0.1255 0.1250 -0.0422
H -3.318 0.783 -4.463 -0.1405 -0.0313 0.0842
H -1.840 0.361 -6.402 -0.0291 -0.0012 -0.0786
H 0.494 -0.401 -5.971 0.1312 0.0020 -0.0129
H 2.256 -0.611 -4.469 0.0484 0.1102 0.0889
H 2.065 0.101 -2.839 0.1291 0.2535 -0.0243
H -0.545 -3.263 -3.325 -0.1224 0.0242 0.1025
H -1.144 -4.835 -5.131 -0.0729 -0.0382 0.0363
H 0.569 -5.548 -6.768 -0.0338 -0.0436 -0.0343
H 2.861 -4.657 -6.604 0.0564 -0.0357 -0.0039
H 3.451 -3.093 -4.804 0.0892 0.0296 -0.0056
H 4.226 -0.574 -3.332 -0.0563 0.1442 -0.0733
H 6.456 -1.174 -2.555 0.0843 0.0712 -0.0043
H 6.807 -3.205 -1.197 0.0878 -0.0328 -0.0081
H 4.880 -4.654 -0.653 0.0231 -0.0877 0.1059
H 2.618 -4.027 -1.429 -0.0873 -0.1340 0.0488
H -5.475 -0.741 -1.845 -0.0013 -0.0039 -0.1104
H -7.463 -0.205 -0.528 -0.1109 -0.0035 -0.0353
H -7.290 0.124 1.913 -0.0802 -0.0160 0.0707
H -5.113 -0.182 3.030 0.0309 -0.0182 0.1293
H -3.119 -0.764 1.707 0.0601 0.0882 0.0017
H -2.459 -3.377 -0.150 0.0191 -0.0510 0.1056
H -2.925 -5.553 -1.234 0.0448 -0.0672 0.0582
H -3.815 -5.605 -3.544 0.0226 -0.0898 -0.0157
H -4.208 -3.483 -4.740 -0.0407 -0.0343 -0.0720
H -3.795 -1.360 -3.663 -0.0551 0.0845 0.0629
C 3.820 -0.875 0.834 0.3501 -0.5994 0.2448
N 2.865 0.050 0.279 -1.2573 -0.0873 -0.5754
C 3.236 1.168 -0.219 -0.0683 -0.0019 0.0174
C 2.321 2.011 -0.895 0.2338 0.6316 -0.3468
C 2.539 3.261 -1.503 0.2689 -0.6100 0.4945
C 1.327 3.653 -2.044 -0.4972 -0.1777 -0.1302
C 0.425 2.621 -1.762 -0.4089 0.5404 -0.4023
N 1.022 1.646 -1.088 -0.2395 -1.8991 0.8560
C 4.656 -0.310 1.953 -0.0368 -0.0289 -0.0527
C 4.079 -0.068 3.194 0.0897 -0.0611 -0.0456
C 4.836 0.444 4.233 -0.1322 0.0661 0.0731
C 6.177 0.733 4.036 0.0813 0.0073 -0.0361
C 6.761 0.485 2.805 0.1115 0.1131 0.0223
C 6.005 -0.033 1.767 -0.0931 -0.0863 -0.0612
H 4.485 -1.229 0.041 -0.1114 -0.0923 0.0299
H 3.238 -1.729 1.193 0.2231 -0.0449 0.0254
H 4.275 1.506 -0.168 -0.0283 -0.0817 0.1507
H 3.462 3.810 -1.505 0.2004 0.0496 0.0230
H 1.117 4.549 -2.599 -0.0789 0.1147 -0.0006
H -0.612 2.552 -2.032 -0.1888 0.0259 -0.0528
H 3.034 -0.297 3.337 -0.0983 -0.0204 0.0982
H 4.380 0.616 5.197 -0.0755 0.0281 0.1353
H 6.763 1.152 4.841 0.0266 -0.0247 0.0599
H 7.809 0.701 2.649 0.0693 0.0097 0.0027
H 6.470 -0.246 0.812 -0.0087 0.0101 -0.0749
N -0.221 0.209 2.313 -0.4317 -0.8431 -1.2290
C 0.213 0.136 3.606 0.6757 -0.3749 0.4627
C -0.129 -0.959 4.423 -0.0637 -0.1504 0.1210
C 0.309 -1.015 5.729 -0.2275 -0.4110 -0.8348
C 1.120 -0.003 6.200 0.6737 0.1076 1.3356
C 1.421 1.112 5.450 0.1012 0.0265 -0.7799
C 1.019 1.164 4.132 0.0045 0.1912 -0.0165
S 1.657 -0.044 7.928 -1.2417 0.3797 -0.3856
O 2.818 0.816 8.014 0.1961 0.0128 -0.0602
O 1.876 -1.435 8.261 0.0821 -0.1124 -0.0343
O 0.415 0.532 8.452 0.4643 -0.1481 0.4218
H -0.278 1.175 1.910 -0.0691 0.6754 -0.2833
H -1.051 -0.332 2.099 -0.1569 0.0739 0.0390
H -0.723 -1.759 3.999 -0.1054 -0.0817 -0.0058
H 0.086 -1.843 6.383 -0.0801 -0.1315 0.0050
H 2.024 1.886 5.896 0.0956 0.1399 -0.0159
H 1.314 1.986 3.496 -0.0288 0.1224 -0.1177
C -3.305 4.928 -0.248 -0.1956 -0.0427 0.1580
C -3.906 4.399 1.051 0.1535 0.1000 -0.0193
C -2.802 3.989 2.040 -0.5313 -0.2694 -0.2180
C -3.434 3.511 3.367 0.1391 0.0155 0.0894
C -2.426 2.904 4.340 -0.2570 0.0673 -0.0630
C -1.927 5.193 2.328 -0.0654 -0.2073 -0.0519
O -2.383 6.269 2.657 -0.1519 0.2164 0.0587
N -0.591 4.993 2.203 0.5567 0.1516 0.0201
C 0.043 3.746 1.986 -0.5038 0.8062 0.1159
O 1.237 3.671 2.195 0.6210 0.0684 -0.0097
N -0.718 2.743 1.555 0.4805 -1.2825 -0.3420
C -2.045 2.790 1.443 -0.0127 1.2257 0.4812
O -2.686 1.879 0.945 -0.2677 -0.5424 -0.2265
H -4.093 5.217 -0.941 -0.0078 0.0373 -0.1302
H -2.692 4.159 -0.718 0.0599 -0.0290 -0.1188
H -2.683 5.799 -0.051 0.0399 0.0901 -0.0855
H -4.513 3.514 0.844 0.0229 0.0649 0.1026
H -4.531 5.164 1.515 0.0233 -0.0436 0.0229
H -4.192 2.764 3.119 -0.0228 0.0782 -0.0452
H -3.927 4.370 3.831 -0.0234 -0.0407 -0.0966
H -2.021 1.974 3.947 0.0794 -0.0884 0.0303
H -2.908 2.688 5.290 0.0313 -0.0450 0.0915
H -1.597 3.584 4.531 0.1165 0.0407 0.0693
H 0.028 5.763 2.432 -0.1487 -0.1373 0.0568
```
Positions in Å, forces in eV/Å.

Values from the calculation:
- orbital gap (spin up / spin down) (eV) = 4.23 / 4.23
- net charge = -1
- electronic energy (eV) = -104066.16893